[1]
Entry from the OMol25 dataset: a 14-piece molecular cluster, C5H39N2O14 overall (the ωB97M-V functional and the def2-TZVPD basis).

Geometry as XYZ:
```
60
Properties=species:S:1:pos:R:3:forces:R:3:nbo_charge:R:1
N 0.603024 0.030520 1.136601 -2.54 -1.76 -2.60 -0.75
C 0.516594 -1.518017 1.470716 0.73 2.25 0.25 -0.13
C 1.865152 -2.302606 1.326996 -0.89 -1.88 -0.18 -0.67
C -0.591594 -2.090714 0.610402 -2.22 0.46 1.69 0.67
N -1.915921 -1.825476 0.930779 1.34 -0.47 -0.30 -0.62
C -2.379137 -1.314098 2.235622 0.76 -0.53 0.86 -0.24
C -3.846039 -1.375096 2.158454 -1.16 0.58 -0.22 -0.64
O -0.281188 -2.803075 -0.293715 0.20 -1.06 -2.13 -0.62
H 0.564476 0.261841 0.065278 1.15 -0.86 2.47 0.44
H -0.315642 0.585348 1.391792 1.15 -0.52 0.32 0.49
H 1.444699 0.429735 1.477803 0.85 0.67 0.31 0.44
H 0.215485 -1.454839 2.519471 -0.01 -0.37 -0.12 0.22
H 1.635358 -3.283782 0.712566 0.68 2.38 0.63 0.28
H 1.948894 -2.786582 2.338631 0.94 0.90 -0.76 0.23
H 2.776710 -1.738982 0.910400 -1.56 -0.86 0.84 0.26
H -2.632570 -2.236417 0.270187 1.33 0.66 1.16 0.43
H -2.156322 -1.954099 3.171485 0.51 0.51 -1.69 0.19
H -2.005525 -0.288029 2.460058 -0.33 -1.10 -0.34 0.22
H -4.251008 -0.772838 2.950032 -0.61 -1.04 1.45 0.24
H -4.215021 -2.381556 1.889737 -0.13 0.44 1.06 0.22
H -4.254274 -0.730729 1.430267 0.01 0.67 -1.95 0.21
H 2.779179 -0.074740 3.889748 -0.25 -0.14 0.92 0.45
H 2.954992 1.342628 3.571103 -1.18 -0.84 2.59 0.46
O 2.573512 0.763008 4.348891 1.40 0.90 -3.54 -0.92
H -2.554364 3.984335 -0.583095 0.63 -0.43 -0.11 0.50
H -1.465316 3.405989 -1.518397 0.24 0.05 -0.73 0.50
O -1.769524 3.402788 -0.619401 -0.80 0.52 0.73 -0.96
H -0.856975 0.512522 -1.511713 -1.69 -0.83 1.42 0.48
H -0.017841 0.309930 -2.656206 0.75 -0.31 -0.79 0.50
O -0.445271 1.019674 -2.177499 0.12 0.46 -0.93 -0.93
H -0.754448 0.822734 4.356533 -0.12 0.69 -2.60 0.49
H -1.137366 2.173330 4.031820 0.25 -0.38 -1.42 0.49
O -0.926892 1.364176 3.485947 0.14 -0.21 4.79 -0.97
H -0.880217 -1.802842 -4.247069 -0.32 0.80 0.37 0.51
H -1.241033 -0.283962 -3.935165 -1.06 1.03 1.75 0.47
O -1.019283 -0.889580 -4.594979 1.37 -2.00 -2.10 -0.96
H -3.293103 -2.169006 -3.210225 -0.06 -1.61 -1.44 0.48
H -4.253023 -1.364969 -2.321173 1.11 -0.17 -0.51 0.48
O -3.316243 -1.458920 -2.615959 -0.97 1.81 2.07 -0.96
H -2.221288 1.567297 1.814651 -1.38 0.88 2.09 0.50
H -1.531082 2.141899 0.534657 -0.56 -0.42 0.45 0.53
O -1.696235 1.337603 1.099871 1.71 -0.10 -3.41 -0.97
H 1.583530 3.669543 1.954321 -2.56 -1.52 -1.84 0.47
H 3.037867 3.457622 2.308447 -1.07 0.99 0.01 0.46
O 2.265491 4.072604 2.398408 3.64 0.49 1.68 -0.93
H 1.578777 1.264341 -2.597815 -1.82 -1.39 -0.67 0.48
H 2.715640 1.873311 -3.369667 -0.34 -0.19 0.94 0.49
O 2.376140 1.698765 -2.465800 3.27 2.11 -0.72 -0.96
H 4.672789 1.282168 -0.146973 -0.93 -2.38 2.69 0.52
H 4.741637 0.104616 1.165815 -0.28 1.68 -1.85 0.49
O 4.181604 0.695900 0.571869 1.09 0.63 -0.66 -1.01
H -0.553633 -3.071006 -2.075473 1.47 -0.17 -2.46 0.52
H 0.386729 -3.806471 -3.162596 0.62 -1.06 0.07 0.49
O -0.141021 -3.041201 -3.031104 -2.15 1.24 2.20 -1.01
H 0.429960 1.758050 -0.962517 1.59 1.12 0.54 0.47
H 1.894679 2.284905 -0.868120 0.82 0.26 -0.94 0.51
O 1.161980 2.028782 -0.330686 -2.33 -0.26 1.07 -1.02
H 0.846827 -0.796836 -4.316719 3.31 1.26 0.78 0.52
H 2.554500 -0.451615 -4.396246 -1.23 -0.28 0.15 0.50
O 1.740396 -0.392395 -3.853397 -2.63 -1.28 -1.32 -1.05
```
Forces are in eV/Å.

Calculated values
HOMO in eV: -13.02
HOMO-LUMO gap in eV: 10.513
Total charge: +1
Relative energy (zero: lowest compared OMol25 entry of this formula, charge and spin) in eV: 5.659


[2]
Entry from the OMol25 dataset: a 14-piece molecular cluster, C5H39NO13 overall (the ωB97M-V functional and the def2-TZVPD basis).

Geometry as XYZ:
```
58
Properties=species:S:1:pos:R:3:forces:R:3:nbo_charge:R:1
C -1.270578 1.548656 -2.075499 -0.26 -1.06 1.16 -0.41
N -1.293666 0.846725 -0.762413 -0.14 -0.41 0.14 -0.69
C -1.141815 1.624481 0.479913 1.15 -0.52 -0.50 -0.21
C -0.659930 0.728671 1.665427 -1.57 -0.29 -0.73 -0.27
C -1.206754 1.194194 3.018693 0.22 0.07 0.51 -0.61
C 0.836728 0.515341 1.550929 0.98 0.61 0.17 -0.61
H -1.549316 0.698147 -2.697043 -0.02 0.60 -0.88 0.19
H -1.992052 2.353475 -2.058718 -0.25 -0.09 -0.29 0.21
H -0.316739 1.985643 -2.392470 0.12 -0.06 0.23 0.16
H -0.522714 0.183628 -0.794386 -0.03 0.00 0.07 0.38
H -0.303810 2.265021 0.256134 0.01 0.89 0.33 0.17
H -2.027578 2.223701 0.671090 -0.08 -0.16 0.14 0.20
H -1.137279 -0.249280 1.510297 0.11 -0.02 -0.12 0.21
H -0.390909 1.594339 3.626357 -0.23 0.30 0.09 0.20
H -2.031463 1.901188 2.943147 0.24 0.41 -0.20 0.21
H -1.660417 0.395416 3.610360 0.36 -0.33 -0.17 0.22
H 1.449678 0.623124 2.445787 -0.57 -0.46 0.45 0.23
H 1.071720 -0.421158 1.084042 0.21 -0.18 0.12 0.21
H 1.316027 1.288443 0.945960 -0.22 0.05 -0.39 0.19
H -0.626135 -2.912579 1.055449 -0.06 1.02 -0.14 0.51
H -3.991539 -1.745758 -0.090847 -0.18 -0.20 0.45 0.49
O -3.663274 -2.675035 -0.062137 -0.22 0.71 -0.61 -0.99
H 2.382273 -3.559697 0.321810 -0.27 -0.01 0.21 0.48
H 2.249665 -4.201354 1.685203 -0.10 0.20 -0.02 0.48
O 2.908075 -3.917146 1.045494 0.43 -0.08 -0.24 -0.96
H 2.339817 -0.669901 -0.862658 0.13 -0.07 -0.18 0.49
H -3.476490 -2.738042 -1.005288 0.18 -0.76 -0.05 0.47
O 1.444733 -0.720655 -1.217809 -0.19 -0.06 0.00 -1.03
H -3.264538 -0.169817 0.594352 0.23 0.11 0.35 0.48
H -3.650700 0.499863 -0.640319 0.19 0.23 -0.50 0.50
O -4.049751 -0.018344 0.059821 -0.29 -0.05 0.32 -0.95
H -2.247912 4.706276 -0.834966 0.06 0.29 0.26 0.47
H -0.987650 4.396587 0.067782 -0.40 0.01 0.11 0.50
O -1.474098 4.150340 -0.733211 0.18 0.18 -0.36 -0.97
H 1.621942 1.073504 -3.033086 0.51 0.73 0.36 0.49
H 2.881008 1.748211 -3.785776 -0.13 0.13 0.56 0.49
O 2.171396 1.107370 -3.825101 -0.50 -0.59 -0.59 -0.98
H -0.498130 -3.321456 -1.587355 -0.08 -0.01 0.38 0.49
H -1.344907 -2.028827 -1.407833 0.08 -0.16 0.24 0.48
O -0.671477 -2.451321 -1.950690 -0.25 0.18 -0.74 -0.96
H 0.424005 -1.841072 0.326274 -0.79 -0.07 -0.33 0.50
H 1.427298 -1.354814 -1.980851 0.21 0.27 0.57 0.52
O 0.279041 -2.628923 0.856803 0.95 -1.21 0.29 -1.03
H -2.923029 -2.632605 1.772487 0.22 -0.32 -0.07 0.50
H -2.177589 -3.280780 2.976364 -0.13 0.03 -0.01 0.48
O -2.089456 -2.635171 2.269251 -0.15 0.08 0.08 -0.97
H 0.492638 3.267441 1.941791 0.66 -0.05 -0.43 0.51
H 0.928548 4.600560 1.100741 0.48 -0.73 0.14 0.49
O 0.271792 4.152009 1.639056 -1.09 1.13 0.22 -0.98
H 0.809335 -2.018842 -4.044421 -0.23 0.42 0.03 0.49
H 1.583988 -0.666443 -3.655992 -0.10 -0.30 -0.85 0.50
O 1.604169 -1.634350 -3.668920 0.56 -0.49 0.13 -0.96
H 2.114266 3.726975 2.991896 -0.19 0.23 -0.89 0.47
H 2.613967 2.748617 3.855212 0.28 -1.03 -0.22 0.47
O 2.384821 2.801380 2.911809 0.11 0.98 1.36 -0.94
H 4.821983 -1.093410 -1.588476 -0.47 -1.13 -0.11 0.49
H 4.484753 -1.949069 -0.166183 -0.17 -0.47 -1.01 0.51
O 4.837837 -1.193446 -0.639640 0.49 1.52 1.16 -1.00
```
Forces are in eV/Å.

Calculated values
HOMO in eV: -8.73
HOMO-LUMO gap in eV: 8.964
Relative energy (zero: lowest compared OMol25 entry of this formula, charge and spin) in eV: 2.964


[3]
Entry from the OMol25 dataset: one molecule with the formula C5H3Cl2FO (the ωB97M-V functional and the def2-TZVPD basis).

Geometry as XYZ:
```
12
Properties=species:S:1:pos:R:3:forces:R:3:nbo_charge:R:1
C -0.368301 -1.137502 -0.874172 -0.82 1.26 -0.43 -0.70
C 0.845993 -0.799367 -1.822244 -0.65 -3.99 1.17 0.10
C 1.255406 0.028396 -2.728538 1.16 3.50 -1.21 -0.36
C 2.013404 0.699470 -3.588067 -1.52 -0.76 -0.05 0.70
O 2.547375 1.305177 -4.450670 -0.64 -0.96 1.78 -0.44
C 1.570606 -2.254554 -1.907633 -0.05 1.54 -1.09 0.30
F 2.180406 -2.514220 -0.759253 -0.48 -0.70 0.96 -0.32
Cl 2.868958 -2.184991 -3.095871 -0.08 -1.07 -0.34 0.01
Cl 0.246388 -3.491841 -2.312331 2.12 -0.65 -0.60 -0.03
H -0.687770 -2.123834 -1.369287 -0.12 2.07 1.75 0.25
H -1.215890 -0.409038 -1.083327 1.15 -0.67 0.70 0.24
H -0.170264 -1.278256 0.284516 -0.07 0.44 -2.64 0.26
```
Forces are in eV/Å.

Calculated values
HOMO in eV: -9.04
HOMO-LUMO gap in eV: 7.950
SMILES: CC(=C=C=O)C(F)(Cl)Cl
Relative energy (zero: lowest compared OMol25 entry of this formula, charge and spin) in eV: 0.000


[4]
Entry from the OMol25 dataset: an isolated ion of composition C5H3Cl2N2S and charge +1 (the ωB97M-V functional and the def2-TZVPD basis).

Geometry as XYZ:
```
13
Properties=species:S:1:pos:R:3:forces:R:3:nbo_charge:R:1
C 2.666084 -1.594821 0.001755 -0.71 0.58 0.37 0.16
C 1.571317 -0.744063 0.153373 -4.55 -0.04 -0.07 -0.13
C 1.388604 0.611339 0.089300 0.80 -0.50 0.58 -0.13
C 0.009747 1.052826 0.074534 0.28 1.04 -0.43 0.27
C -2.243573 0.031717 -0.081313 -3.14 2.15 0.44 -0.48
N 3.412539 -2.437416 -0.167752 1.15 -0.93 -0.18 -0.10
N -0.832967 0.058265 0.142978 0.56 -0.77 0.42 -0.42
S -0.178582 -1.504865 0.276724 3.02 1.36 -0.28 0.68
Cl 2.786644 1.566842 0.191770 -0.29 0.65 -0.30 0.17
Cl -0.563843 2.681157 -0.173121 0.85 -1.61 0.38 0.17
H -2.632334 0.960461 -0.550954 0.96 -0.40 -0.25 0.27
H -2.426974 -0.765948 -0.768472 -0.53 -0.59 -0.09 0.25
H -2.956668 0.084508 0.811173 1.60 -0.94 -0.59 0.28
```
Forces are in eV/Å.

Calculated values
HOMO in eV: -14.64
HOMO-LUMO gap in eV: 8.518
Total charge: +1
Relative energy (zero: lowest compared OMol25 entry of this formula, charge and spin) in eV: 0.000


[5]
Entry from the OMol25 dataset: one molecule with the formula C5H3ClF2 (the ωB97M-V functional and the def2-TZVPD basis).

Geometry as XYZ:
```
11
Properties=species:S:1:pos:R:3:forces:R:3:nbo_charge:R:1
C 2.752407 1.487678 0.321437 -2.10 0.41 -1.08 -0.16
C 1.733427 0.848818 0.028853 2.01 -0.22 0.90 -0.10
C 0.591320 -0.075963 -0.071225 1.64 -0.69 -0.31 0.36
F 0.855165 -1.431793 -0.464448 3.07 4.59 0.30 -0.31
C -0.640246 0.319786 0.232014 -1.83 -3.80 -2.76 -0.29
C -1.722491 -0.874924 -0.022698 0.57 -0.03 2.62 0.19
F -0.944361 -2.017195 -0.057621 -4.08 -0.49 1.17 -0.34
Cl -2.695156 -1.027537 -1.585530 0.62 0.97 1.47 -0.05
H 3.437224 2.373107 0.394159 -0.82 -1.73 0.01 0.26
H -0.980767 1.315424 0.232435 -0.05 1.01 0.59 0.24
H -2.386522 -0.917401 0.992625 0.97 -0.01 -2.91 0.20
```
Forces are in eV/Å.

Calculated values
HOMO in eV: -10.03
HOMO-LUMO gap in eV: 9.975
SMILES: C#C/C(F)=C/[C@H](F)Cl
Relative energy (zero: lowest compared OMol25 entry of this formula, charge and spin) in eV: 1.995


[6]
Entry from the OMol25 dataset: one molecule with the formula C5H3ClFN (the ωB97M-V functional and the def2-TZVPD basis).

Geometry as XYZ:
```
11
Properties=species:S:1:pos:R:3:forces:R:3:nbo_charge:R:1
C -1.310271 0.971778 -0.558289 0.55 -1.88 -1.20 -0.64
C -0.909407 -0.199682 0.328543 0.03 -1.09 0.04 0.34
F -1.001071 0.059773 1.664881 -0.91 0.67 0.28 -0.32
Cl -2.020975 -1.684440 0.052283 0.92 1.15 -0.07 -0.07
C 0.493473 -0.560384 0.216274 1.04 -0.25 -0.55 0.06
C 1.692246 -0.654938 0.254093 0.51 0.01 -0.08 -0.09
C 3.097250 -0.728005 0.237763 -0.67 -0.20 -0.32 0.22
N 4.240983 -0.821682 0.121687 -0.44 0.11 0.22 -0.23
H -1.125909 0.691243 -1.651739 -0.03 0.55 1.60 0.25
H -2.347364 1.067492 -0.429016 -1.50 0.43 0.08 0.24
H -0.808954 1.858840 -0.236476 0.50 0.50 0.00 0.24
```
Forces are in eV/Å.

Calculated values
HOMO in eV: -11.17
HOMO-LUMO gap in eV: 11.033
SMILES: C[C@@](F)(Cl)C#CC#N
Relative energy (zero: lowest compared OMol25 entry of this formula, charge and spin) in eV: 0.593


Per-record molar mass, g mol⁻¹: 351.367, 321.361, 168.982, 194.066, 136.528, 131.537
Per-record strongest force on any atom, Eh/bohr: 0.093, 0.038, 0.082, 0.089, 0.107, 0.045
Per-record energy, hartree: -1376.456692, -1246.711704, -1287.677866, -1620.075816, -852.067280, -807.051671